a) {"formula": "C5H10NO", "method": "wB97M-V/def2-TZVPD", "elements": ["O", "N", "C", "C", "C", "C", "C", "H", "H", "H", "H", "H", "H", "H", "H", "H", "H"], "positions_angstrom": [[-0.734, -1.931, 3.045], [0.115, 1.332, -2.287], [0.243, -0.071, -0.097], [0.037, -1.358, 2.126], [-0.597, -1.018, 0.751], [0.618, 2.311, -1.662], [-0.396, 0.181, -1.462], [0.692, -0.510, 2.490], [1.307, -0.250, -0.270], [0.083, 0.869, 0.444], [0.853, -2.119, 1.806], [-0.188, -0.652, -2.132], [0.344, 2.545, -0.627], [-1.478, 0.281, -1.332], [-1.498, -0.492, 1.095], [-0.881, -1.934, 0.224], [1.477, 2.815, -2.111]], "orbital_gap_ev": 5.7, "charge": -1, "e_homo_ev": -2.10, "smiles": "C=NCCCC[O-]"}

---

b) {"formula": "C5H10NO", "method": "wB97M-V/def2-TZVPD", "elements": ["O", "N", "C", "C", "C", "C", "C", "H", "H", "H", "H", "H", "H", "H", "H", "H", "H"], "positions_angstrom": [[-3.699, -0.810, 0.639], [1.967, 1.052, -0.924], [3.198, 0.759, -0.803], [-0.311, 0.527, -0.089], [-2.563, -0.314, 1.064], [-1.232, -0.698, 0.085], [0.997, -0.061, -0.522], [1.426, -0.704, 0.260], [-2.222, -0.749, 2.057], [-0.127, 0.949, 0.899], [3.647, 0.017, -0.139], [1.063, -0.631, -1.461], [-1.780, -1.096, -0.781], [-2.373, 0.798, 1.277], [-0.886, 1.124, -0.800], [-0.942, -1.636, 0.585], [3.835, 1.473, -1.349]], "orbital_gap_ev": 5.6, "charge": -1, "e_homo_ev": -2.20, "smiles": "C=NCCCC[O-]"}

---

c) {"formula": "C5H10NO", "method": "wB97M-V/def2-TZVPD", "elements": ["O", "N", "C", "C", "C", "C", "C", "H", "H", "H", "H", "H", "H", "H", "H", "H", "H"], "positions_angstrom": [[-3.115, 0.539, -0.165], [2.176, -0.127, -1.207], [0.532, 0.201, 0.576], [-0.716, -0.096, 0.003], [-2.109, 0.177, 0.637], [1.777, -0.407, 0.048], [2.566, -1.070, 0.957], [1.384, 0.148, -1.789], [0.600, 0.791, 1.484], [2.294, -1.190, 1.996], [-2.386, -0.774, 1.156], [-0.111, 0.896, -0.437], [-0.796, -0.936, -0.678], [3.323, -1.665, 0.461], [-2.090, 1.129, -2.195], [-1.911, 0.928, 1.436], [-1.419, 1.455, -2.282]], "orbital_gap_ev": 6.3, "charge": -1, "e_homo_ev": -3.16}

---

Of them, c) has the lowest stability.

---

a) {"formula": "C5H8N4O3", "method": "wB97M-V/def2-TZVPD", "elements": ["O", "O", "O", "N", "N", "N", "N", "C", "C", "C", "C", "C", "H", "H", "H", "H", "H", "H", "H", "H"], "positions_angstrom": [[2.013, -2.688, 1.902], [-0.319, 1.346, -0.192], [1.618, -0.495, 2.127], [1.211, -0.420, -0.665], [1.951, 0.327, 0.056], [1.258, -1.686, 1.756], [-1.145, -0.527, -1.330], [-1.528, -1.451, -0.552], [-0.021, 0.324, -1.092], [-1.017, 2.450, -0.744], [0.191, -1.681, 1.057], [-1.097, -1.726, 0.818], [0.347, 0.816, -2.000], [-0.432, 2.975, -1.691], [-1.277, 3.223, 0.033], [-1.693, -2.026, 1.613], [1.464, 1.202, 0.520], [-2.359, -1.971, -0.897], [-1.962, 2.167, -0.968], [2.798, -0.158, 0.250]], "orbital_gap_ev": [7.9, 7.9], "e_homo_ev": [-8.57, -8.57]}

---

b) {"formula": "C5H8N4O3", "method": "wB97M-V/def2-TZVPD", "elements": ["O", "O", "O", "N", "N", "N", "N", "C", "C", "C", "C", "C", "H", "H", "H", "H", "H", "H", "H", "H"], "positions_angstrom": [[-1.621, -0.780, 0.462], [1.511, 0.177, 1.273], [-1.285, -2.875, -0.181], [3.646, 3.013, 1.316], [-2.032, -0.248, -2.219], [-3.514, -2.099, -1.977], [1.666, 2.094, 0.211], [-1.690, -1.775, -0.431], [-2.379, -1.350, -1.683], [2.605, 2.080, 1.241], [2.511, 0.929, 1.915], [1.082, 0.946, 0.282], [0.336, 0.545, -0.377], [-2.008, 0.035, 0.103], [-4.043, -1.729, -2.773], [3.585, 3.645, 2.121], [-1.112, 0.137, -1.959], [-3.486, -3.122, -2.064], [2.972, 0.537, 2.822], [3.784, 3.479, 0.430]], "orbital_gap_ev": 9.4, "e_homo_ev": -8.80, "smiles": "[H]/N=C(/N)C(=O)O.Nc1cocn1"}

---

Of them, a) has the lowest stability.

---

a) {"formula": "C3H7N2OP", "method": "wB97M-V/def2-TZVPD", "elements": ["P", "O", "N", "N", "C", "C", "C", "H", "H", "H", "H", "H", "H", "H"], "positions_angstrom": [[0.095, -0.773, -0.525], [-0.401, -1.915, -1.290], [1.617, -0.293, -1.095], [-0.448, 2.117, -0.440], [0.355, -0.963, 1.480], [-1.328, 1.641, 0.334], [-0.956, 0.748, -0.697], [-0.584, -0.975, 2.094], [2.044, 0.479, -0.654], [-1.622, 0.394, -1.579], [-2.003, 1.933, 1.096], [1.528, -0.263, -2.108], [1.015, -0.112, 1.721], [0.687, -2.017, 1.663]], "orbital_gap_ev": 10.3, "e_homo_ev": -9.59, "smiles": "C[P@@](N)(=O)[C@H]1C=N1"}

---

b) {"formula": "C3H7N2OP", "method": "wB97M-V/def2-TZVPD", "elements": ["P", "O", "N", "N", "C", "C", "C", "H", "H", "H", "H", "H", "H", "H"], "positions_angstrom": [[-0.598, 0.680, 0.147], [-1.431, 1.289, 1.192], [-1.040, 1.156, -1.374], [2.120, 0.416, -0.379], [2.286, 0.572, 0.869], [1.135, 1.271, 0.337], [-0.624, -1.166, 0.355], [2.846, 0.322, 1.683], [-1.621, -1.355, 0.364], [1.059, 2.436, 0.143], [-1.977, 1.526, -1.439], [-1.017, 0.492, -2.153], [-0.044, -1.243, 1.377], [-0.022, -1.699, -0.441]], "orbital_gap_ev": 10.2, "e_homo_ev": -9.45, "smiles": "C[P@@](N)(=O)[C@H]1C=N1"}

---

Of them, a) has the lowest stability.

---

a) {"formula": "C4H7ClN2S", "method": "wB97M-V/def2-TZVPD", "elements": ["Cl", "S", "N", "N", "C", "C", "C", "C", "H", "H", "H", "H", "H", "H", "H"], "positions_angstrom": [[3.042, 0.781, 0.211], [-1.884, 1.138, 0.906], [-0.616, 0.034, 1.624], [-0.179, 0.232, -1.729], [1.308, 0.560, 0.321], [0.496, 0.894, -0.770], [0.769, 0.245, 1.519], [-0.383, -1.262, -1.464], [0.650, -1.915, -1.086], [-1.634, 0.606, -0.480], [-1.063, -1.453, -2.452], [-1.050, -1.155, -0.410], [1.326, -0.091, 2.473], [0.428, 2.124, -0.955], [-1.210, -0.739, 2.295]], "orbital_gap_ev": 8.6, "e_homo_ev": -8.62, "smiles": "C/N=C\\C(Cl)=C/NS"}

---

b) {"formula": "C4H7ClN2S", "method": "wB97M-V/def2-TZVPD", "elements": ["Cl", "S", "N", "N", "C", "C", "C", "C", "H", "H", "H", "H", "H", "H", "H"], "positions_angstrom": [[-3.040, -1.125, 0.143], [2.263, -0.670, -0.236], [-0.555, 0.591, 0.006], [1.803, 0.960, 0.140], [-2.966, 0.559, -0.238], [4.038, -0.514, 0.159], [-1.813, 1.184, -0.138], [0.599, 1.316, 0.210], [0.487, 2.395, 0.379], [4.377, -1.529, 0.158], [4.219, 0.031, 1.021], [-3.896, 0.992, -0.458], [-1.689, 2.273, -0.169], [4.583, -0.054, -0.721], [-0.499, -0.384, 0.146]], "orbital_gap_ev": 8.9, "e_homo_ev": -8.06, "smiles": "CS/N=C\\N/C=C\\Cl"}

---

Of them, a) has the lowest stability.

---

a) {"formula": "CH3NSi", "method": "wB97M-V/def2-TZVPD", "elements": ["Si", "N", "C", "H", "H", "H"], "positions_angstrom": [[0.479, 0.509, 0.103], [-0.339, -2.269, -0.524], [-0.011, -1.154, -0.489], [0.620, 0.622, 1.589], [1.207, 1.268, -1.136], [-1.955, 1.024, 0.456]], "orbital_gap_ev": [8.1, 7.9], "e_homo_ev": [-9.49, -9.09]}

---

b) {"formula": "CH3NSi", "method": "wB97M-V/def2-TZVPD", "elements": ["Si", "N", "C", "H", "H", "H"], "positions_angstrom": [[0.636, 0.022, -0.032], [-2.462, -0.132, 0.036], [-1.380, 0.051, -0.199], [1.171, 0.992, -0.980], [0.906, -1.307, -0.210], [1.129, 0.375, 1.385]], "orbital_gap_ev": 12.7, "e_homo_ev": -12.15, "smiles": "N#C[SiH3]"}

---

Of them, a) has the lowest stability.

---

a) {"formula": "C9H11NO3", "method": "wB97M-V/def2-TZVPD", "elements": ["O", "O", "O", "N", "C", "C", "C", "C", "C", "C", "C", "C", "C", "H", "H", "H", "H", "H", "H", "H", "H", "H", "H", "H"], "positions_angstrom": [[1.289, 1.829, -0.143], [1.886, 1.462, -2.332], [-3.700, 0.091, 1.597], [2.612, -0.303, 0.846], [-2.263, 0.342, -0.257], [-1.022, 0.130, -0.787], [-0.169, -0.834, -0.207], [-1.706, -1.138, 1.653], [2.420, -0.284, -0.567], [-0.466, -1.430, 1.007], [-2.563, -0.268, 0.976], [1.102, -1.254, -0.851], [1.836, 1.075, -1.167], [1.273, -2.195, -0.444], [1.865, 0.321, 1.254], [3.274, -0.603, -1.184], [-1.994, -1.574, 2.515], [3.407, 0.214, 1.073], [-0.584, 0.683, -1.532], [1.046, -1.440, -1.960], [0.919, 2.691, -0.584], [0.141, -2.250, 1.326], [-3.474, 0.147, 2.549], [-2.975, 1.043, -0.709]], "orbital_gap_ev": 9.0, "e_homo_ev": -8.40, "smiles": "N[C@@H](Cc1ccc(O)cc1)C(=O)O"}

---

b) {"formula": "C9H11NO3", "method": "wB97M-V/def2-TZVPD", "elements": ["O", "O", "O", "N", "C", "C", "C", "C", "C", "C", "C", "C", "C", "H", "H", "H", "H", "H", "H", "H", "H", "H", "H", "H"], "positions_angstrom": [[-0.103, 0.133, -3.915], [-1.505, -1.529, -3.665], [0.864, 0.981, 4.493], [-1.325, -1.642, -1.114], [-0.857, -0.410, -1.639], [0.753, 0.851, 3.157], [0.471, 0.166, -1.083], [-0.319, 1.177, 1.056], [1.617, -0.086, 2.569], [1.506, -0.325, 1.208], [-0.763, -0.560, -3.178], [0.610, 0.419, 0.391], [-0.261, 1.431, 2.382], [2.261, -0.637, 3.252], [-1.644, 0.311, -1.575], [0.194, 1.643, 4.822], [1.302, -0.555, -1.429], [2.148, -1.009, 0.751], [-1.714, -1.528, -0.187], [-1.860, -1.988, -2.874], [-0.526, -2.274, -1.038], [-1.107, 1.632, 0.433], [0.646, 1.092, -1.648], [-1.022, 2.143, 2.821]], "orbital_gap_ev": 9.2, "e_homo_ev": -8.64, "smiles": "N[C@@H](Cc1ccc(O)cc1)C(=O)O"}

---

Of them, a) has the lowest stability.

---

a) {"formula": "C5H16NO2", "method": "wB97M-V/def2-TZVPD", "elements": ["O", "O", "N", "C", "C", "C", "C", "C", "H", "H", "H", "H", "H", "H", "H", "H", "H", "H", "H", "H", "H", "H", "H", "H"], "positions_angstrom": [[-1.222, -1.068, -1.531], [-0.752, 0.317, -3.774], [-0.797, -1.077, 1.240], [1.461, 1.144, 0.381], [0.850, -1.029, 2.991], [0.368, 1.082, 1.562], [0.622, 1.162, -0.957], [0.218, -0.370, 1.987], [-0.623, -2.016, 0.933], [-1.612, -1.023, 1.744], [0.672, -2.046, 2.997], [-0.678, -0.626, -2.259], [1.436, -0.627, 3.795], [-0.466, 1.656, 1.455], [1.081, 0.492, -1.706], [-1.536, -0.034, -3.929], [2.276, 1.881, 0.460], [0.775, 2.056, -1.550], [-1.943, -0.523, -1.657], [0.772, 1.719, 2.393], [-0.282, 0.205, -4.506], [-0.418, 1.086, -0.797], [-1.134, -0.781, 0.232], [1.947, 0.189, 0.369]], "orbital_gap_ev": 10.9, "charge": 1, "e_homo_ev": -13.96}

---

b) {"formula": "C5H16NO2", "method": "wB97M-V/def2-TZVPD", "elements": ["O", "O", "N", "C", "C", "C", "C", "C", "H", "H", "H", "H", "H", "H", "H", "H", "H", "H", "H", "H", "H", "H", "H", "H"], "positions_angstrom": [[2.052, 3.517, -1.990], [-1.337, -1.960, -2.150], [-1.185, -0.504, 0.347], [0.237, 1.446, -0.200], [-0.829, -1.859, 0.880], [-0.283, 0.586, 0.942], [0.788, -0.172, 1.727], [0.405, -1.656, 1.803], [0.854, 0.241, 2.736], [-0.505, -2.458, 0.053], [1.198, -2.333, 1.507], [0.145, -1.931, 2.830], [1.795, -0.009, 1.346], [2.327, 4.273, -1.454], [0.640, 2.389, 0.170], [-0.525, -2.172, -2.641], [-1.163, -0.475, -0.674], [1.002, 0.922, -0.771], [2.327, 3.818, -2.865], [-2.064, -2.007, -2.778], [-0.900, 1.140, 1.635], [-1.665, -2.297, 1.393], [-2.161, -0.345, 0.591], [-0.615, 1.787, -0.797]], "orbital_gap_ev": 11.3, "charge": 1, "e_homo_ev": -14.22}

---

c) {"formula": "C5H16NO2", "method": "wB97M-V/def2-TZVPD", "elements": ["O", "O", "N", "C", "C", "C", "C", "C", "H", "H", "H", "H", "H", "H", "H", "H", "H", "H", "H", "H", "H", "H", "H", "H"], "positions_angstrom": [[0.329, -1.396, -2.452], [1.603, -1.580, 4.347], [1.588, 0.482, -1.889], [-0.603, -0.045, 0.064], [-0.607, 1.090, -0.972], [0.744, 1.524, -1.555], [-1.906, -0.833, 0.036], [-0.291, 0.554, 1.428], [2.131, 0.684, -2.738], [0.874, -0.513, -2.173], [0.644, -1.814, -3.272], [0.257, -0.653, -0.207], [-1.125, 1.231, 1.638], [1.189, 2.280, -0.881], [-1.974, -1.397, 0.965], [-2.699, -0.088, 0.074], [-1.232, 0.788, -1.815], [0.541, 2.071, -2.496], [-1.074, 1.964, -0.522], [-0.316, -0.100, 2.292], [-2.074, -1.501, -0.802], [2.453, -1.914, 4.651], [0.950, -2.018, 4.902], [0.599, 1.181, 1.376]], "orbital_gap_ev": 4.3, "charge": 1, "e_homo_ev": -13.75}

---

d) {"formula": "C5H16NO2", "method": "wB97M-V/def2-TZVPD", "elements": ["O", "O", "N", "C", "C", "C", "C", "C", "H", "H", "H", "H", "H", "H", "H", "H", "H", "H", "H", "H", "H", "H", "H", "H"], "positions_angstrom": [[2.106, -0.561, -0.904], [1.786, 0.042, 3.089], [0.342, -0.700, 0.858], [-0.378, 1.674, -0.714], [-0.232, -0.901, -0.508], [-1.079, 0.313, -0.875], [-2.436, 0.338, -0.167], [0.924, -1.121, -1.487], [-2.419, 0.768, 0.826], [0.706, 0.245, 0.973], [-1.105, 2.429, -1.042], [2.085, 0.872, 3.485], [2.182, -0.603, 3.701], [-0.169, 1.965, 0.321], [1.087, -2.192, -1.673], [0.573, 1.713, -1.248], [1.196, -1.246, 1.044], [2.720, -0.274, -1.589], [-3.127, 0.933, -0.765], [0.725, -0.656, -2.444], [-1.324, 0.221, -1.936], [-0.317, -0.886, 1.609], [-0.896, -1.754, -0.443], [-2.948, -0.620, -0.109]], "orbital_gap_ev": 11.6, "charge": 1, "e_homo_ev": -14.56}

---

Of them, c) has the lowest stability.

---

a) {"formula": "CH3ClO2S", "method": "wB97M-V/def2-TZVPD", "elements": ["Cl", "S", "O", "O", "C", "H", "H", "H"], "positions_angstrom": [[-1.133, -0.008, 1.862], [0.691, -0.854, 2.314], [1.112, 0.448, -0.173], [-0.202, -0.723, -1.610], [0.200, 0.369, -0.917], [-0.631, 1.124, 1.291], [-0.319, 1.271, -1.242], [0.282, -1.627, -1.525]], "orbital_gap_ev": 8.2, "e_homo_ev": -8.21}

---

b) {"formula": "CH3ClO2S", "method": "wB97M-V/def2-TZVPD", "elements": ["Cl", "S", "O", "O", "C", "H", "H", "H"], "positions_angstrom": [[2.343, -1.760, 0.132], [-0.105, -0.884, 0.932], [-1.044, -1.716, 0.212], [-0.870, 1.403, 0.177], [0.184, 0.618, -0.181], [0.051, 0.337, -1.301], [1.049, 1.203, -0.086], [-1.607, 0.800, 0.115]], "orbital_gap_ev": [7.8, 7.8], "e_homo_ev": [-10.42, -10.42]}

---

Of them, a) has the lowest stability.